This record from OMol25 describes 2 unconnected molecules or ions with the total composition C27H48N2OPS2 in a non-equilibrium geometry. The level of theory is the ωB97M-V functional and the def2-TZVPD basis.

The geometry in XYZ format:
```
81
C27H48N2OPS2 (the ωB97M-V functional and the def2-TZVPD basis)
C 7.257 2.865 4.196
C 6.476 1.685 4.819
C 5.325 1.206 3.903
C 5.771 0.953 2.463
N 4.763 0.379 1.539
C 3.373 0.487 2.007
C 2.310 0.109 0.952
C 0.920 0.343 1.601
C -0.036 1.244 0.750
P -1.723 0.525 0.495
C -2.539 0.227 2.116
C -3.882 0.490 2.150
C -4.646 0.288 3.268
C -4.059 -0.198 4.407
C -2.711 -0.450 4.402
C -1.957 -0.250 3.279
C 5.113 -0.901 1.110
S 4.985 -1.378 -0.434
S 5.795 -2.088 2.306
C 4.842 -3.623 2.099
C 3.915 -3.819 3.331
C 2.641 -2.949 3.174
H 7.492 3.628 4.938
H 8.162 2.487 3.720
H 6.644 3.373 3.451
H 5.980 2.083 5.708
H 7.113 0.857 5.136
H 4.591 2.017 3.935
H 4.846 0.344 4.371
H 6.098 1.894 2.015
H 6.671 0.330 2.512
H 3.140 1.513 2.283
H 3.187 -0.174 2.862
H 2.417 -0.940 0.689
H 2.486 0.735 0.075
H 1.068 0.851 2.559
H 0.454 -0.628 1.745
H -0.095 2.257 1.145
H 0.394 1.328 -0.252
H -1.455 -0.773 -0.010
H -4.392 0.858 1.266
H -5.707 0.499 3.273
H -4.606 -0.405 5.319
H -2.232 -0.848 5.291
H -0.902 -0.486 3.312
H 5.536 -4.467 2.093
H 4.293 -3.656 1.159
H 3.702 -4.875 3.497
H 4.493 -3.425 4.167
H 2.594 -2.164 3.928
H 1.767 -3.584 3.331
H 2.603 -2.483 2.192
C -4.761 -0.645 -2.747
C -3.992 0.442 -3.526
C -2.676 -0.152 -4.051
C -2.827 -1.144 -5.205
C -4.070 -0.872 -6.063
C -4.601 0.568 -5.984
N -4.889 0.881 -4.602
O -5.402 2.176 -4.434
C -5.917 0.592 -6.763
C -3.616 1.527 -6.682
C -3.607 1.529 -2.531
H -5.683 -0.232 -2.335
H -4.166 -1.043 -1.908
H -5.030 -1.486 -3.390
H -2.026 0.664 -4.380
H -2.132 -0.637 -3.229
H -1.928 -1.099 -5.827
H -2.871 -2.168 -4.821
H -3.854 -1.142 -7.103
H -4.868 -1.551 -5.747
H -6.663 -0.034 -6.270
H -5.773 0.209 -7.782
H -6.316 1.603 -6.839
H -3.466 1.232 -7.729
H -2.634 1.542 -6.205
H -4.004 2.546 -6.681
H -2.981 1.102 -1.739
H -4.481 1.971 -2.054
H -3.041 2.330 -3.012
```

* LUMO: 0.039 Eh
* orbital gap: 2.04 eV
* total charge: -1
* HOMO energy: -0.0360 Ha

Atomic partial charges in e from the Löwdin method, atoms 1 to 6: number 1, C, carries -0.110; number 2, C, carries -0.244; number 3, C, carries -0.219; number 4, C, carries -0.207; number 5, N, carries -0.195; number 6, C, carries -0.205

***

This record from OMol25 describes a molecular structure, BrH4O2Zn2. The level of theory is the ωB97M-V functional and the def2-TZVPD basis.

The geometry in XYZ format:
```
9
BrH4O2Zn2 (the ωB97M-V functional and the def2-TZVPD basis)
Zn -20.287 0.021 16.632
Zn -21.220 -4.036 13.773
Br -20.175 -2.502 15.565
O -16.498 -2.933 15.555
H -16.495 -2.603 14.657
H -17.375 -2.733 15.882
O -18.755 -4.171 17.980
H -18.670 -3.803 17.100
H -19.669 -4.013 18.218
```

* LUMO: -0.671 Eh
* relative energy (zero: lowest compared OMol25 entry of this formula, charge and spin): 324.04 kJ/mol
* orbital gap: 3.15 eV
* total charge: +3
* HOMO energy: -0.7864 Ha

Atomic partial charges in e from the Löwdin method, atoms 1 to 6: number 1, Zn, carries 1.338; number 2, Zn, carries 1.277; number 3, Br, carries 0.307; number 4, O, carries 0.070; number 5, H, carries 0.068; number 6, H, carries -0.050